C48H63Br2NO3P3SiTi | wB97M-V/def2-TZVPD

The geometry in XYZ format:
```
122
Properties=species:S:1:pos:R:3
Ti -0.91 -1.15 0.13
C 1.40 4.95 1.95
C 1.07 4.96 0.43
C 2.30 5.17 -0.45
P -0.09 3.49 0.06
C -1.71 4.38 -0.19
C -2.71 3.27 -0.36
C -2.17 5.32 0.98
C 0.29 2.99 -1.68
C 0.32 3.96 -2.70
C 0.74 3.61 -4.01
C 1.17 2.32 -4.25
C 1.09 1.38 -3.24
C 0.72 1.71 -1.96
Si 0.95 0.30 -0.75
C 2.24 -0.97 -1.48
C 3.32 -0.55 -2.29
C 4.30 -1.44 -2.72
C 4.27 -2.77 -2.34
C 3.19 -3.22 -1.58
C 2.23 -2.35 -1.08
P 1.09 -2.98 0.17
C 2.23 -3.25 1.63
C 2.93 -4.62 1.77
C 3.38 -2.21 1.70
C 0.66 -4.76 -0.40
C 0.35 -4.87 -1.88
C -0.44 -5.45 0.54
C 2.04 1.06 0.65
C 3.20 1.82 0.41
C 3.98 2.36 1.41
C 3.67 2.07 2.74
C 2.55 1.30 3.01
C 1.75 0.76 1.99
P 0.15 -0.11 2.35
C 0.53 -1.11 3.88
C -0.29 -2.39 3.88
C 0.48 -0.48 5.28
C -1.16 1.16 2.68
C -2.50 0.52 3.17
C -0.69 2.31 3.58
H 1.91 5.90 2.07
H 2.04 4.14 2.24
H 0.50 4.99 2.54
H 0.38 5.78 0.26
H 3.14 4.56 -0.03
H 2.56 6.24 -0.44
H 2.16 4.82 -1.49
H -1.69 4.91 -1.12
H -2.56 2.79 -1.33
H -3.73 3.66 -0.31
H -2.61 2.43 0.35
H -1.96 4.83 1.98
H -3.23 5.54 0.91
H -1.65 6.24 0.92
H -0.01 4.98 -2.45
H 0.75 4.35 -4.81
H 1.48 2.07 -5.26
H 1.41 0.37 -3.51
H 3.39 0.48 -2.60
H 5.16 -1.03 -3.29
H 5.08 -3.43 -2.70
H 3.16 -4.32 -1.43
H 1.58 -3.15 2.49
H 3.58 -4.90 0.94
H 2.23 -5.43 1.86
H 3.51 -4.65 2.68
H 4.14 -2.50 1.01
H 3.77 -2.30 2.69
H 3.11 -1.17 1.52
H 1.58 -5.33 -0.17
H 1.01 -4.22 -2.46
H -0.64 -4.65 -2.17
H 0.59 -5.95 -2.08
H -1.29 -4.81 0.58
H -0.13 -5.65 1.56
H -0.71 -6.44 0.15
H 3.46 1.99 -0.61
H 4.84 2.97 1.14
H 4.25 2.40 3.56
H 2.29 1.22 4.04
H 1.63 -1.33 3.69
H -1.18 -2.16 4.47
H 0.19 -3.24 4.39
H -0.51 -2.68 2.85
H -0.52 -0.05 5.48
H 1.30 0.19 5.44
H 0.58 -1.31 5.97
H -1.30 1.55 1.67
H -2.34 -0.14 4.07
H -2.94 -0.08 2.42
H -3.19 1.26 3.50
H -0.54 1.85 4.60
H -1.45 3.09 3.55
H 0.26 2.71 3.31
Br -2.91 1.58 -5.16
C -3.99 0.79 -3.86
C -5.18 0.21 -4.27
C -5.96 -0.48 -3.35
C -5.48 -0.58 -2.04
C -4.24 0.04 -1.77
N -3.46 0.65 -2.65
C -3.63 -0.27 -0.43
O -4.23 -0.85 0.46
O -2.34 0.03 -0.26
H -5.47 0.33 -5.27
H -6.90 -0.86 -3.76
H -5.99 -1.05 -1.21
O -2.42 -2.41 1.50
H -2.41 -2.57 2.44
H -3.28 -1.90 1.30
Br -3.68 -3.01 -5.50
C -2.52 -2.64 -4.06
C -2.93 -3.01 -2.80
C -2.09 -2.67 -1.70
C -0.98 -1.86 -1.85
C -0.57 -1.67 -3.15
C -1.26 -2.08 -4.21
H -3.80 -3.60 -2.73
H -2.41 -3.06 -0.74
H 0.29 -1.11 -3.40
H -0.90 -1.81 -5.23
```

As for the HOMO energy: -10.19 eV. For the energy relative to the best compared isomer or geometry (same formula, charge and spin), the calculation gives 0.00 kcal per mole. The max |F| comes out at 0.0770 Eh/bohr. Its total energy is -9458.222659 a.u. Its HOMO-LUMO gap is 6.960 eV. As for the net charge: +1.